{
  "formula": "C20H31Cl2N7O6SV",
  "method": "wB97M-V/def2-TZVPD",
  "elements": ["V", "C", "N", "C", "C", "O", "C", "O", "C", "C", "O", "N", "C", "C", "H", "H", "H", "H", "H", "H", "H", "H", "H", "H", "H", "H", "H", "H", "H", "H", "Cl", "C", "C", "C", "C", "C", "Cl", "C", "S", "H", "H", "H", "O", "N", "O", "O", "C", "N", "C", "N", "C", "N", "C", "N", "C", "C", "H", "H", "H", "H", "H", "H", "H", "H", "H", "H", "H", "H"],
  "coordinates": [[9.68201, 10.25784, 8.94636], [6.09500, 13.40925, 5.86944], [7.00034, 13.24130, 7.02264], [6.58150, 13.75968, 8.31079], [7.76911, 12.15800, 7.04016], [8.04228, 11.47122, 8.06366], [8.48332, 11.90282, 5.65081], [9.82728, 11.51122, 5.73150], [10.79985, 12.59840, 6.05606], [10.91044, 12.85389, 7.55314], [10.84380, 11.92668, 8.39514], [11.14938, 14.11640, 7.97321], [11.40301, 14.28354, 9.38076], [11.12864, 15.25702, 7.04280], [4.99673, 13.27053, 6.21086], [6.27865, 12.58730, 5.19314], [6.08918, 14.37010, 5.29162], [6.32566, 12.99626, 9.09658], [5.63338, 14.41352, 8.21888], [7.32672, 14.46579, 8.72795], [8.29838, 12.76319, 5.04346], [7.89878, 11.16091, 5.07768], [10.45409, 13.52986, 5.55642], [11.78078, 12.31114, 5.68452], [11.40711, 13.35791, 9.88555], [10.59686, 14.92946, 9.84656], [12.39677, 14.78310, 9.52533], [12.09524, 15.48493, 6.56933], [10.93089, 16.13103, 7.75279], [10.41848, 15.21341, 6.25516], [13.16493, 9.31073, 10.21664], [12.53114, 7.80428, 9.60955], [13.05914, 6.62752, 10.23098], [12.45621, 5.38361, 9.99492], [11.42419, 5.19257, 9.02992], [10.99935, 6.31242, 8.31771], [9.68095, 6.21293, 7.19223], [11.46923, 7.64783, 8.63358], [10.80800, 8.94826, 7.65605], [13.82162, 6.73794, 10.95914], [12.81840, 4.56551, 10.62350], [11.09712, 4.20752, 8.77944], [8.47676, 9.34825, 10.15462], [8.61662, 10.38145, 10.99531], [8.08891, 10.34243, 12.05917], [9.72983, 11.14973, 10.60331], [8.80162, 13.29363, 16.93276], [7.77110, 14.14283, 17.44483], [6.83139, 13.31194, 18.10581], [6.23785, 12.38223, 17.16338], [7.28124, 11.48180, 16.67719], [8.31463, 12.30849, 15.93942], [7.57114, 12.98562, 14.86596], [6.52717, 13.95232, 15.34104], [7.11990, 14.87424, 16.32240], [5.56704, 13.09794, 16.07306], [9.30096, 12.81353, 17.73945], [9.56511, 13.91108, 16.34494], [6.03634, 13.97175, 18.48739], [7.37879, 12.77716, 18.95393], [6.81862, 10.77138, 15.98516], [7.74838, 10.86708, 17.48650], [7.07192, 12.13199, 14.40950], [8.25373, 13.55901, 14.24702], [6.35155, 15.38674, 16.85566], [7.74287, 15.59946, 15.80278], [5.09549, 12.37462, 15.45501], [4.89158, 13.84037, 16.50610]],
  "total_energy_ev": -105515.172,
  "charge": 1,
  "multiplicity": 3,
  "relative_energy_kcal_mol": 51.2,
  "homo_lumo_gap_ha": [0.20862, 0.21469],
  "homo_energy_ev": [-9.85, -9.85]
}